# 1
Computed, not measured: a cluster of 2 separate species, C3H8O3 in total in a non-equilibrium geometry, with wB97M-V/def2-TZVPD.

Properties
Charge   0
Spin multiplicity   1
Structure (SMILES)   O=CCCO.O

The geometry in XYZ format:
```
14
C3H8O3 wB97M-V/def2-TZVPD
O -0.971 0.478 -1.710
C -1.143 1.036 -0.658
C -0.611 0.459 0.657
C 0.870 0.112 0.542
O 1.506 0.823 1.615
H -1.768 1.944 -0.534
H -0.717 1.259 1.433
H -1.432 -0.241 0.936
H 1.251 -0.935 0.633
H 1.147 0.500 -0.433
H 2.415 0.485 1.690
O 0.091 -2.169 -1.563
H -0.396 -1.421 -1.934
H -0.241 -2.330 -0.673
```

Here are the Löwdin charges for atoms 1 to 5, given in e: O 0.04; C -0.24; C -0.13; C -0.25; O -0.09


# 2
Computed, not measured: the molecule C3H7NOS in a non-equilibrium geometry, with wB97M-V/def2-TZVPD.

Properties
Charge   0
Spin multiplicity   1
Structure (SMILES)   C=NSCCO

The geometry in XYZ format:
```
13
C3H7NOS wB97M-V/def2-TZVPD
C -0.697 2.545 -0.492
N -0.451 1.309 -0.218
S 1.131 0.621 -0.789
C 0.903 -1.144 -0.415
C 0.210 -1.425 0.864
O -1.179 -1.155 0.892
H -1.589 3.032 -0.136
H -0.188 3.096 -1.250
H 1.843 -1.606 -0.497
H 0.310 -1.631 -1.233
H 0.219 -2.487 0.983
H 0.749 -0.911 1.728
H -1.261 -0.242 0.563
```

Here are the Löwdin charges for atoms 1 to 5, given in e: C -0.12; N -0.31; S 0.85; C -0.49; C -0.36


# 3
Computed, not measured: a cluster of 3 separate species, C22H39BrCl4F2INO5S2 in total in a non-equilibrium geometry, with wB97M-V/def2-TZVPD.

Properties
Charge   0
Spin multiplicity   1

The geometry in XYZ format:
```
77
C22H39BrCl4F2INO5S2 wB97M-V/def2-TZVPD
C -3.663 1.971 -2.622
C -2.343 2.487 -2.003
O -1.711 1.383 -1.372
C -0.369 1.587 -0.992
N 0.473 0.490 -1.521
Br 2.248 1.046 -1.691
C -0.034 -0.075 -2.746
C -0.143 0.863 -3.941
O 0.289 1.913 -4.051
I -1.312 0.047 -5.614
C -0.168 1.782 0.598
C -1.561 2.003 1.248
C -1.456 2.667 2.636
F -1.930 3.952 2.628
O 0.588 0.718 1.101
C 0.045 -0.460 1.605
Cl 1.508 -1.567 1.772
C -0.991 -1.239 0.756
C -0.471 -2.250 -0.274
C -0.479 -3.715 0.185
F -0.538 -3.883 1.564
C -0.466 -0.392 3.065
C 0.582 0.111 4.072
C 0.964 -0.962 5.114
Cl 0.814 -0.367 6.798
C 0.526 3.151 0.694
Cl -0.384 4.508 0.054
C 1.724 3.409 1.162
C 2.662 2.379 1.716
Cl 2.364 5.030 1.149
H -3.726 0.897 -2.473
H -4.492 2.388 -2.057
H -3.760 2.238 -3.667
H -2.614 3.281 -1.311
H -1.748 2.937 -2.797
H -0.032 2.481 -1.518
H -0.986 -0.573 -2.622
H 0.657 -0.867 -3.045
H -2.106 1.080 1.402
H -2.188 2.658 0.658
H -2.106 2.117 3.319
H -0.455 2.598 3.060
H -1.597 -1.806 1.457
H -1.704 -0.592 0.255
H -1.150 -2.210 -1.127
H 0.491 -1.994 -0.693
H 0.449 -4.178 -0.144
H -1.312 -4.250 -0.271
H -1.425 0.113 3.145
H -0.658 -1.430 3.316
H 1.508 0.415 3.602
H 0.147 0.931 4.640
H 0.412 -1.887 4.988
H 2.009 -1.214 4.981
H 2.987 1.643 0.992
H 3.547 2.883 2.096
H 2.192 1.868 2.549
C 6.666 3.159 -4.384
S 5.345 4.020 -3.518
O 4.985 3.196 -2.336
C 4.081 3.736 -4.765
H 7.553 3.180 -3.753
H 6.373 2.125 -4.570
H 6.877 3.669 -5.324
H 3.955 2.664 -4.925
H 4.370 4.228 -5.694
H 3.147 4.162 -4.403
C -4.464 -7.584 1.499
S -3.581 -6.044 1.210
O -3.602 -5.776 -0.254
C -1.960 -6.706 1.619
H -5.515 -7.420 1.268
H -4.064 -8.365 0.852
H -4.362 -7.868 2.546
H -1.732 -7.546 0.962
H -1.954 -7.026 2.661
H -1.226 -5.921 1.480
```

Here are the Löwdin charges for atoms 1 to 5, given in e: C -0.05; C -0.25; O -0.13; C -0.35; N -0.44


no.,HOMO energy (eV)
1,-10.33
2,-8.98
3,-8.94